DFT (wB97M-V/def2-TZVPD) results for C4H12N4O in the gas phase.

Values from the calculation:
energy = -453.81585 Ha
HOMO level = -7.430 eV
E_LUMO = 0.859 eV
gap between HOMO and LUMO = 8.29 eV
ΔE to the lowest compared entry with this formula, charge and spin = 2.349 eV

ORCA input file:
```
! RIJCOSX wB97M-V def2-TZVPD def2/J DEFGRID3
* xyz 0 1
C -0.72610 1.16035 0.12546
C 1.48666 0.57399 -1.34018
C -0.67164 -2.07078 0.32243
N 0.17393 0.20115 -0.83438
C 0.04790 -0.76907 0.64793
N -1.98277 1.39481 -0.48280
N 1.30119 -0.99327 1.29949
O -0.04273 2.38414 0.29122
N -0.67854 0.27893 1.19992
H 0.54026 2.24376 1.04781
H -0.41385 -0.27224 -1.51155
H -2.73237 1.12427 0.13863
H -2.09370 2.34938 -0.79773
H 1.35085 -0.48936 2.17287
H 1.59435 -1.95621 1.39129
H 2.15511 0.77214 -0.50535
H 1.89360 -0.22229 -1.96653
H 1.39828 1.48064 -1.93878
H -1.19300 -2.41278 1.21623
H -1.42141 -1.92708 -0.45518
H 0.01398 -2.85047 -0.02079
*
```